Entry 1:
# C43H47FeN5O4

C43H47FeN5O4 as an isolated structure in a non-equilibrium geometry (ωB97M-V/def2-TZVPD, the OMol25 dataset).

Calculated values
- molecular weight (g mol⁻¹) = 753.725
- <S²> = 6.126
- total charge = -2
- E_LUMO (spin up / spin down) (eV) = 4.5 / 4.1
- highest occupied orbital energy (spin up / spin down) (eV) = 0.30 / -1.16
- 2S+1 = 5
- total energy (Eh) = -3505.2331

Structure (XYZ):
```
100
C43H47FeN5O4, DFT ωB97M-V/def2-TZVPD
Fe 9.75287 13.33458 14.53113
C 7.25269 13.58748 9.14425
C 8.20662 12.38957 9.17164
C 8.79450 12.14136 10.56161
C 8.84745 10.92785 11.29966
C 8.36943 9.62858 10.89158
C 6.90906 9.25226 11.26858
C 9.28838 11.13964 12.62938
C 9.35143 10.12402 13.59961
C 9.39577 10.40042 14.99184
C 9.55371 9.37221 16.03004
C 9.51217 7.93778 15.76408
C 8.17511 7.26396 15.51368
C 9.44297 10.10396 17.22337
C 9.14383 11.46308 16.85608
C 8.78950 12.50849 17.74539
C 8.72382 13.88758 17.34404
N 9.06914 14.39898 16.09472
C 9.17415 15.76499 16.27789
C 9.59107 16.69723 15.29578
C 10.00304 16.33288 14.03494
N 9.87857 15.08550 13.45782
C 10.16722 15.19282 12.12358
C 9.72524 14.31822 11.15348
C 9.26613 13.07107 11.49819
N 9.44873 12.51875 12.75902
C 10.61609 16.52146 11.84604
C 10.53181 17.23731 13.00972
C 10.84786 18.66664 13.14435
C 9.87550 19.63892 12.38528
C 11.14367 16.93590 10.51487
C 12.63108 16.53556 10.22967
C 8.78013 16.14120 17.60132
C 8.44260 14.96112 18.24643
C 7.88089 14.76814 19.58555
C 6.36068 14.78736 19.55029
C 8.78248 17.57787 18.03853
C 10.09916 18.12618 18.70181
N 9.31284 11.65284 15.47819
C 9.64349 9.73883 18.67717
C 8.42189 9.16458 19.41830
H 6.61202 13.56502 8.21802
H 7.82032 14.54236 9.11251
H 6.47723 13.54188 9.93746
H 9.01590 12.45831 8.47117
H 7.78080 11.47134 8.85004
H 9.01542 8.78168 11.18277
H 8.38639 9.56148 9.78231
H 6.73319 9.00084 12.29952
H 6.49285 8.39840 10.66606
H 6.18883 10.09080 10.96628
H 9.20250 9.09617 13.26548
H 10.03291 7.39374 16.63480
H 10.12630 7.64739 14.85752
H 7.53002 7.46341 16.37834
H 8.36133 6.16480 15.34819
H 7.65467 7.69615 14.62634
H 8.57888 12.19551 18.74243
H 9.69393 17.76669 15.50516
H 10.08352 14.50204 10.08010
H 11.87852 18.76588 12.66895
H 10.95712 18.89583 14.23174
H 9.42447 19.14128 11.52510
H 10.44777 20.52549 12.08672
H 9.05830 19.94481 13.05874
H 11.00052 18.00921 10.32473
H 10.56548 16.44892 9.74545
H 13.34506 17.26613 10.67239
H 12.87077 16.49288 9.16733
H 12.80703 15.48696 10.56038
H 8.24872 15.60734 20.30571
H 8.22573 13.82029 19.97582
H 5.93518 15.40011 18.72942
H 6.00500 15.17587 20.50751
H 6.00020 13.77466 19.33754
H 8.03562 17.68856 18.84158
H 8.46545 18.24534 17.17292
H 10.88705 18.42560 17.94486
H 10.48290 17.31420 19.32131
H 9.89635 18.98622 19.33741
H 9.95262 10.65546 19.19340
H 10.52716 9.06070 18.75956
H 7.66204 9.98595 19.48458
H 8.67698 8.86672 20.47333
H 8.02710 8.24282 18.91321
O 12.37102 11.20019 12.06267
C 12.48890 12.35736 12.49636
O 12.25222 13.53796 12.04989
C 12.76852 12.35192 13.98736
C 13.86869 11.56131 14.43607
C 14.30684 11.63190 15.74600
C 13.59167 12.48084 16.56305
C 12.45891 13.17926 16.13483
N 12.04103 13.04818 14.84512
C 11.88677 14.18501 17.17119
O 11.58339 13.63256 18.29158
O 11.83014 15.40861 16.93328
H 14.31017 10.93849 13.67065
H 15.15443 11.12716 16.19730
H 13.78559 12.56793 17.66789
```

***

Entry 2:
# C4H7NOP2S

One molecule with the formula C4H7NOP2S in a non-equilibrium geometry (ωB97M-V/def2-TZVPD, the OMol25 dataset).

Calculated values
- molecular weight (g mol⁻¹) = 179.121
- total charge = 0
- ΔE to the lowest compared entry with this formula, charge and spin (kJ/mol) = 91.2
- SMILES = CC1=NC[C@H]2P[P@]2(=O)S1
- E_LUMO (eV) = -1.2
- highest occupied orbital energy (eV) = -8.28
- total energy (Eh) = -1367.4046

Structure (XYZ):
```
16
C4H7NOP2S, DFT ωB97M-V/def2-TZVPD
C 0.72477 -0.68583 -0.11629
C -0.64065 1.27789 -0.47726
C -1.64789 0.77766 0.55383
C 1.99214 -1.35436 -0.46391
N 0.52538 0.41002 -0.62962
O -2.00729 -1.15811 -1.53579
P -2.27940 -1.27676 -0.12009
P -3.43901 0.71089 0.10972
S -0.43620 -1.45724 0.96745
H -1.09753 1.20956 -1.41421
H -0.04968 2.19357 -0.21702
H -1.50814 0.89894 1.56595
H 2.47452 -1.60400 0.54690
H 2.47656 -0.88559 -1.31156
H 1.85568 -2.38985 -0.92906
H -3.84487 0.17751 1.38965
```